[1]
DFT (wB97M-V/def2-TZVPD) results for a molecular structure, C24H25CrF2N2O4SSe2.

```
61
Properties=species:S:1:pos:R:3:forces:R:3
Cr -0.042597 -0.059629 0.048356 0.2212 0.0453 0.5384
C -3.689494 -1.597966 1.271702 -0.0313 0.0578 -0.0572
Se -1.958696 -0.912634 1.832146 0.0976 -0.1317 -0.0318
C -2.537090 0.879617 2.317241 -0.0824 0.0317 -0.0031
C -2.919028 1.747422 1.132670 -0.0347 -0.0345 0.0382
Se -1.472232 2.064595 -0.131691 -0.0450 0.2357 -0.0993
C -0.446118 3.304335 0.952157 -0.0156 0.0066 0.0000
H -4.331701 -1.688833 2.143914 -0.0297 -0.0076 -0.0179
H -3.529870 -2.583712 0.839071 0.0157 -0.0111 0.0238
H -4.150758 -0.952876 0.526760 -0.0089 -0.0190 -0.0038
H -1.697844 1.293851 2.872605 0.0196 -0.0018 -0.0123
H -3.382845 0.765271 2.997029 0.0078 0.0414 0.0124
H -3.258877 2.731550 1.458407 -0.0307 -0.0192 0.0296
H -3.720868 1.301517 0.543861 -0.0122 0.0021 0.0305
H -1.102764 4.114744 1.259608 0.0086 0.0042 -0.0107
H 0.343515 3.688573 0.311737 0.0088 -0.0066 0.0079
H -0.016406 2.772311 1.796077 0.0084 0.0016 -0.0003
F 4.284683 3.010980 -0.950718 -0.0379 -0.0324 -0.0049
C 3.285488 2.243127 -1.424109 0.0487 0.0536 0.0494
C 2.370237 1.704720 -0.537924 -0.0069 -0.0244 -0.0926
C 1.341619 0.915822 -1.038132 0.0296 0.0676 -0.0704
C 1.242406 0.681945 -2.422510 -0.0897 -0.0671 -0.0010
C 2.194332 1.252675 -3.258168 -0.0267 -0.0035 -0.0652
F 2.134221 1.061919 -4.595267 0.0332 0.0184 0.0365
C 3.224953 2.036837 -2.788389 0.0057 -0.0081 0.0097
C 0.118546 -0.169339 -2.856520 0.0336 0.0608 0.0649
C -0.157817 -0.583563 -4.157892 0.0153 0.0120 0.0031
C -1.255645 -1.386857 -4.394755 -0.0073 -0.0080 -0.0321
C -2.074878 -1.770803 -3.343159 0.0008 0.0022 0.0098
C -1.739110 -1.337679 -2.081565 0.0533 0.0337 -0.0377
N -0.681592 -0.559009 -1.843840 -0.1679 -0.1265 -0.1011
H 2.479005 1.900489 0.521857 0.0009 -0.0059 0.0092
H 3.952017 2.465463 -3.461828 0.0033 0.0067 0.0034
H 0.489829 -0.283848 -4.963498 -0.0127 -0.0155 -0.0211
H -1.469364 -1.719187 -5.402277 0.0012 0.0035 -0.0007
H -2.936270 -2.405558 -3.489579 0.0019 -0.0038 -0.0155
H -2.316352 -1.630994 -1.213338 0.0034 0.0099 -0.0024
C -0.673399 -7.081312 3.718154 0.0088 0.0235 -0.0180
C -0.168855 -6.062113 2.731031 -0.0263 -0.0230 0.0228
C -1.052285 -5.272185 1.997768 -0.0291 -0.0101 0.0130
C -0.584418 -4.341888 1.086880 0.0861 0.0337 -0.0299
C 0.783445 -4.188273 0.897555 -0.0596 -0.0924 0.0171
C 1.678708 -4.969962 1.610376 -0.0703 0.0290 0.0597
C 1.195969 -5.897447 2.523210 0.0420 -0.0041 0.0056
S 1.370618 -2.977092 -0.257708 0.1039 0.0578 -0.0666
O 0.494028 -3.043203 -1.401826 0.0225 -0.0533 -0.0192
O 2.778273 -3.234238 -0.424320 -0.0792 -0.0323 -0.0403
N 1.128017 -1.579256 0.468369 0.1423 -0.0513 0.2717
C 2.042186 -1.296526 1.584889 -0.1486 0.0107 -0.1656
C 1.523707 -0.113346 2.387480 -0.1019 0.1707 -0.1578
O 2.013487 0.204017 3.444293 0.0335 -0.0115 0.1169
O 0.533409 0.548237 1.811577 0.0698 -0.1676 -0.1660
H -1.757540 -7.038120 3.814806 0.0005 0.0081 -0.0079
H -0.239293 -6.917185 4.705242 0.0062 0.0038 0.0009
H -0.403724 -8.092072 3.407181 0.0037 0.0043 -0.0056
H -2.119524 -5.397296 2.141828 -0.0001 0.0039 -0.0026
H -1.270099 -3.742227 0.498970 0.0064 -0.0152 -0.0039
H 2.739073 -4.844805 1.441018 0.0151 -0.0169 -0.0114
H 1.895143 -6.507460 3.083671 0.0048 0.0052 -0.0056
H 3.044897 -1.042145 1.229941 0.0209 -0.0147 -0.0113
H 2.148621 -2.146314 2.263613 -0.0301 -0.0269 0.0184
```
Positions in Å, forces in eV/Å.

## Properties
Largest force on an atom in eV/A: 0.58
Relative energy (zero: lowest compared OMol25 entry of this formula, charge and spin) in kcal per mole: 0.0
Calculated total energy in eV: -211850.0952
2S+1: 4
Orbital gap (alpha / beta) in Eh: 0.3007 / 0.3039
⟨S²⟩: 3.7950

Computed Löwdin charges, given in elementary charges: Cr 0.46; C -0.36; Se 1.04; C -0.50; C -0.50; Se 1.07; C -0.32; H 0.03; H 0.02; H 0.02; H 0.06; H 0.08; H 0.07; H 0.05; H 0.04; H 0.03; H 0.03; F 0.07; C -0.26; C -0.02; C -0.16; C -0.11; C -0.20; F 0.07; C 0.07; C -0.18; C 0.03; C -0.03; C -0.04; C -0.12; N -0.03; H 0.12; H 0.13; H 0.11; H 0.11; H 0.11; H 0.10; C -0.05; C -0.27; C -0.04; C -0.07; C -0.27; C -0.05; C -0.03; S 0.58; O -0.30; O -0.29; N -0.30; C -0.15; C -0.60; O 0.08; O -0.27; H 0.07; H 0.08; H 0.08; H 0.11; H 0.09; H 0.11; H 0.12; H 0.13; H 0.13



[2]
DFT (wB97M-V/def2-TZVPD) results for a molecular structure, C24H25F4N2O2Pt.

```
58
Properties=species:S:1:pos:R:3:forces:R:3
Pt -0.251664 -0.348748 -0.396532 -0.0082 -0.2662 -0.5373
C -0.127061 -2.796877 -2.829681 -0.0320 0.0699 -0.2075
C -1.502448 -2.513670 -2.249590 -0.0157 -0.0737 0.0015
N -1.750416 -1.100836 -1.868792 0.0662 0.0301 0.1375
C -3.153799 -0.956610 -1.437329 -0.0181 0.0403 -0.0662
C -3.416004 -1.476364 -0.034214 0.0327 -0.0431 -0.0200
C -1.421741 -0.215670 -2.991029 0.0075 -0.0178 -0.0275
C -1.422336 1.237453 -2.592758 -0.0248 -0.1504 -0.0202
N -0.688433 1.472315 -1.344952 0.1814 0.0600 0.1405
C -0.521887 2.788627 -1.055806 -0.1003 -0.0374 0.0105
C 0.113974 3.277747 0.120177 -0.0388 0.0422 0.0065
F 0.465734 2.441385 1.099124 0.0426 -0.2834 0.0798
C 0.366104 4.607793 0.366486 0.0274 -0.0224 -0.0139
F 1.007596 4.921531 1.510297 -0.0065 0.0039 0.0092
C -0.014015 5.625661 -0.484752 -0.0022 0.0090 -0.0043
C -0.715069 5.205536 -1.589807 -0.0241 -0.0191 0.0087
F -1.185346 6.127463 -2.459899 0.0017 0.0038 -0.0034
C -0.987633 3.879406 -1.858499 0.0299 0.0488 -0.0269
F -1.782801 3.700378 -2.953069 0.0144 0.2516 -0.0146
H 0.057764 -3.867467 -2.771391 0.0063 0.0757 -0.0294
H 0.650017 -2.312310 -2.239595 -0.0316 -0.0338 -0.0588
H -0.042961 -2.480438 -3.871405 -0.0482 0.0290 -0.0308
H -1.637766 -3.116242 -1.354907 0.0510 0.0134 -0.0086
H -2.273070 -2.795709 -2.983899 -0.0271 -0.0107 0.0333
H -3.795488 -1.483480 -2.158911 -0.0200 0.0506 -0.0315
H -3.415630 0.099211 -1.485988 0.0417 0.0199 0.0654
H -3.226517 -2.545862 0.049285 -0.0127 -0.0048 -0.0038
H -4.458073 -1.285528 0.230511 0.0036 -0.0254 0.0063
H -2.768168 -0.974865 0.683678 -0.0045 0.0343 0.0052
H -2.115107 -0.369316 -3.833913 -0.0052 -0.0075 0.0184
H -0.421713 -0.483055 -3.323329 -0.0203 -0.0023 0.0013
H -2.454492 1.589425 -2.510792 -0.0093 0.0142 -0.0095
H -0.976529 1.786899 -3.427278 -0.0060 -0.1367 0.0390
H 0.199677 6.663508 -0.285879 0.0013 -0.0004 -0.0040
C 1.466376 -3.407734 1.670275 0.0023 0.0108 0.0072
C 0.643676 -3.232121 0.405830 0.1467 0.1484 -0.0095
O 0.768922 -4.023314 -0.520602 0.0076 -0.1487 0.2835
O -0.180212 -2.227624 0.419296 -0.2140 -0.0535 0.2136
H 1.761094 -4.449135 1.787749 0.0088 0.0019 -0.0046
H 0.928144 -3.047886 2.545410 -0.0129 -0.0004 0.0028
H 2.367050 -2.796641 1.568506 0.0003 0.0174 0.0033
C 1.437428 -0.171657 4.931485 0.0004 0.0087 -0.0057
C 0.211452 -0.181053 4.229306 -0.0020 -0.0133 -0.0015
C 0.202966 -0.127963 2.864606 -0.0025 -0.0179 0.0067
C 1.405280 -0.066871 2.115068 0.0060 0.0280 -0.0211
C 1.390629 -0.029390 0.682341 -0.0005 0.3018 0.0621
C 2.605781 0.026961 0.038329 -0.0069 0.0532 0.0044
C 3.829924 0.053061 0.743928 0.0106 -0.0073 -0.0036
C 3.851512 0.017030 2.107622 -0.0125 0.0042 -0.0044
C 2.631326 -0.046106 2.825102 0.0100 -0.0098 0.0297
C 2.613602 -0.102482 4.243089 0.0037 0.0054 -0.0024
H 1.440524 -0.213887 6.014443 0.0015 -0.0034 -0.0003
H -0.722203 -0.232396 4.776734 0.0029 0.0068 0.0017
H -0.729918 -0.138824 2.315379 -0.0009 0.0040 -0.0108
H 2.634213 0.050153 -1.045525 -0.0024 0.0126 -0.0004
H 4.760119 0.098187 0.187697 0.0015 0.0017 0.0039
H 4.786776 0.037372 2.656228 0.0017 -0.0095 -0.0024
H 3.560845 -0.088969 4.772141 -0.0011 -0.0030 0.0025
```
Positions in Å, forces in eV/Å.

## Properties
Largest force on an atom in eV/A: 0.60
Relative energy (zero: lowest compared OMol25 entry of this formula, charge and spin) in kcal per mole: 0.0
Total charge: -1
Calculated total energy in eV: -46487.4467
Orbital gap in Eh: 0.2506

Computed Löwdin charges, given in elementary charges: Pt 1.12; C -0.11; C -0.24; N -0.29; C -0.24; C -0.08; C -0.21; C -0.25; N -0.11; C -0.16; C -0.16; F 0.08; C -0.23; F 0.07; C 0.03; C -0.24; F 0.06; C -0.14; F 0.02; H 0.07; H 0.06; H 0.07; H 0.10; H 0.12; H 0.12; H 0.11; H 0.07; H 0.07; H 0.05; H 0.13; H 0.10; H 0.10; H 0.12; H 0.12; C 0.00; C -0.66; O 0.01; O -0.23; H 0.07; H 0.07; H 0.08; C -0.11; C -0.10; C -0.06; C -0.21; C -0.29; C -0.13; C -0.10; C -0.07; C -0.19; C -0.06; H 0.09; H 0.09; H 0.09; H 0.08; H 0.09; H 0.10; H 0.10



- What is the calculated total energy in the first record?
  -211850.0952 eV